Entry 1:
The following is a DFT calculation (wB97M-V/def2-TZVPD) of C43H39N6O2P2Re as an isolated structure.

Properties
Orbital gap (alpha / beta) = 5.57 / 5.32 eV
Multiplicity = 2
Total charge = +3

Last column: Mulliken spin population.
Geometry (Å):
1 Re -0.313 -0.058 0.997  0.928
2 C -4.268 -0.265 3.008  -0.003
3 C -4.369 0.988 3.594  0.000
4 C -3.361 1.912 3.374  -0.004
5 C -2.271 1.552 2.597  -0.029
6 N -2.168 0.329 2.050  0.018
7 C -3.155 -0.558 2.245  -0.007
8 C -1.195 2.508 2.245  0.014
9 C -0.950 3.614 3.031  0.002
10 C -0.015 4.544 2.604  -0.003
11 C 0.556 4.371 1.365  0.009
12 C 0.295 3.220 0.620  -0.032
13 N -0.509 2.244 1.099  -0.004
14 C 0.812 3.119 -0.763  -0.007
15 C 1.538 4.084 -1.370  0.003
16 C 1.723 4.059 -2.809  -0.001
17 C 1.581 2.900 -3.463  0.002
18 C 1.365 1.684 -2.609  -0.008
19 N 0.390 2.002 -1.528  -0.012
20 H -5.038 -1.011 3.137  0.000
21 H -5.227 1.249 4.198  0.000
22 H -3.435 2.908 3.783  0.000
23 H -3.030 -1.523 1.777  -0.004
24 H -1.471 3.743 3.968  0.000
25 H 0.222 5.411 3.205  0.000
26 H 1.205 5.136 0.973  0.000
27 H 1.926 4.928 -0.821  0.000
28 H 1.959 4.983 -3.321  0.000
29 H 1.685 2.817 -4.537  0.000
30 H 0.932 0.873 -3.192  -0.006
31 N 0.160 -1.041 -1.855  -0.032
32 P 1.295 -0.921 -0.600  0.074
33 C 2.056 -2.565 -0.583  0.005
34 C 1.223 -3.635 -0.238  -0.002
35 C 1.686 -4.937 -0.317  -0.001
36 C 2.981 -5.189 -0.752  0.000
37 C 3.802 -4.137 -1.127  0.000
38 C 3.345 -2.829 -1.051  -0.001
39 C 2.649 0.221 -0.946  -0.034
40 C 2.661 1.229 -1.918  0.004
41 C 3.862 1.898 -2.142  -0.001
42 C 4.984 1.670 -1.359  0.009
43 C 4.921 0.778 -0.302  -0.003
44 C 3.761 0.044 -0.116  0.038
45 P -1.288 -0.543 -1.136  0.023
46 C -2.555 -1.761 -1.500  -0.003
47 C -3.869 -1.470 -1.123  0.007
48 C -4.875 -2.395 -1.345  0.000
49 C -4.573 -3.621 -1.930  0.000
50 C -3.268 -3.919 -2.291  0.000
51 C -2.255 -2.992 -2.076  0.000
52 C -1.721 0.865 -2.245  0.006
53 C -2.689 0.827 -3.202  0.004
54 C -2.943 1.960 -4.007  0.000
55 C -2.278 3.174 -3.835  0.000
56 C -1.315 3.264 -2.867  -0.003
57 C -1.017 2.137 -1.965  0.026
58 H 0.286 -1.519 -2.738  0.003
59 H 0.201 -3.454 0.065  0.001
60 H 1.034 -5.759 -0.053  0.000
61 H 3.343 -6.206 -0.816  0.000
62 H 4.801 -4.331 -1.494  0.000
63 H 3.996 -2.030 -1.375  0.002
64 H 2.637 1.195 2.125  0.002
65 H 3.927 2.637 -2.927  0.000
66 H 5.897 2.212 -1.564  0.000
67 H 5.775 0.622 0.343  0.000
68 H 3.740 -0.720 0.656  0.002
69 H -4.112 -0.515 -0.666  0.000
70 H -5.894 -2.164 -1.064  0.000
71 H -5.359 -4.343 -2.104  0.000
72 H -3.036 -4.872 -2.746  0.000
73 H -1.239 -3.243 -2.354  0.000
74 H -3.261 -0.076 -3.370  0.000
75 H -3.691 1.881 -4.788  0.000
76 H -2.516 4.018 -4.467  0.000
77 H -0.807 4.198 -2.674  0.000
78 H -1.572 2.447 -1.043  0.000
79 C 0.643 -3.342 3.678  0.000
80 C 0.574 -2.046 2.939  -0.018
81 N -0.273 -1.838 1.945  0.026
82 O -1.186 -2.834 1.670  -0.005
83 C 1.403 -0.913 3.225  0.003
84 C 2.477 -0.922 4.258  0.007
85 N 1.094 0.118 2.468  0.002
86 O 1.835 1.287 2.664  0.003
87 H 0.805 -4.175 2.988  0.000
88 H -0.269 -3.529 4.254  -0.001
89 H 1.467 -3.341 4.385  0.000
90 H -1.119 -3.517 2.359  -0.002
91 H 2.074 -1.253 5.216  -0.001
92 H 2.897 0.069 4.392  -0.001
93 H 3.275 -1.615 3.984  -0.001

***

Entry 2:
The following is a DFT calculation (wB97M-V/def2-TZVPD) of a 8-piece molecular cluster, C17H53N13O8 overall.

Properties
Orbital gap = 8.51 eV
SMILES = COC[C@H](C)N.COC[C@H](C)N.COC[C@H](C)N.NC(N)=O.NC(N)=O.NC(N)=O.NC(N)=O.NC(N)=O
Total charge = 0

Last column: Löwdin charge in e.
Geometry (Å):
1 C -0.047 -0.634 0.105  -0.127
2 O 0.281 0.335 -0.835  -0.192
3 C -0.681 1.327 -1.390  -0.100
4 C -0.049 2.235 -2.456  -0.443
5 C 0.430 1.476 -3.679  -0.042
6 N 0.989 2.993 -1.864  0.014
7 H 0.855 -0.664 0.717  0.080
8 H -0.290 -1.637 -0.246  0.088
9 H -0.793 -0.397 0.864  0.057
10 H -1.434 0.747 -1.924  0.099
11 H -1.137 1.946 -0.619  0.109
12 H -0.832 2.929 -2.763  0.126
13 H 0.670 2.233 -4.425  0.084
14 H -0.347 0.822 -4.074  0.049
15 H 1.227 0.764 -3.462  0.082
16 H 1.567 2.242 -1.512  0.097
17 H 1.518 3.428 -2.605  0.112
18 C 1.776 -3.528 1.840  -0.076
19 O 2.910 -3.740 2.764  -0.219
20 C 3.792 -4.874 2.414  -0.141
21 C 5.326 -4.792 2.821  -0.425
22 C 6.211 -6.058 2.701  -0.062
23 N 5.430 -4.451 4.219  -0.009
24 H 1.049 -2.788 2.174  0.071
25 H 1.299 -4.476 1.594  0.080
26 H 2.274 -3.126 0.957  0.075
27 H 3.318 -5.784 2.781  0.121
28 H 3.940 -4.866 1.334  0.110
29 H 5.804 -3.931 2.354  0.125
30 H 5.612 -6.906 3.033  0.076
31 H 7.235 -6.076 3.075  0.077
32 H 6.309 -6.047 1.616  0.065
33 H 6.290 -3.961 4.422  0.068
34 H 4.752 -3.862 4.681  0.065
35 C -0.582 2.580 3.506  -0.079
36 O -1.842 2.086 3.923  -0.172
37 C -2.547 1.487 2.874  -0.198
38 C -3.616 2.531 2.321  -0.404
39 C -4.409 3.339 3.310  -0.083
40 N -4.730 1.836 1.622  0.023
41 H 0.116 1.824 3.146  0.089
42 H -0.139 3.159 4.316  0.097
43 H -0.759 3.305 2.711  0.072
44 H -1.967 1.076 2.048  0.085
45 H -3.070 0.572 3.151  0.110
46 H -3.092 3.304 1.760  0.110
47 H -4.962 4.114 2.778  0.083
48 H -3.803 3.906 4.016  0.078
49 H -4.938 2.619 3.934  0.090
50 H -4.420 1.445 0.744  0.041
51 H -5.453 2.425 1.234  0.064
52 N -2.222 -1.972 -2.876  0.184
53 C -1.352 -2.557 -3.583  -0.841
54 N -0.938 -1.669 -4.416  0.151
55 O -0.944 -3.684 -3.452  0.056
56 H -2.566 -2.628 -2.189  0.068
57 H -2.544 -1.016 -2.833  0.083
58 H -1.652 -1.141 -4.897  0.086
59 H -0.154 -2.036 -4.937  0.117
60 N -0.504 4.562 -0.165  0.162
61 C 0.386 5.251 0.452  -0.848
62 N 1.505 5.063 -0.158  0.159
63 O 0.247 5.877 1.457  0.056
64 H -1.344 4.209 0.272  0.092
65 H -0.017 3.907 -0.760  0.027
66 H 2.215 5.676 0.216  0.122
67 H 1.745 4.332 -0.812  0.067
68 N 5.212 1.092 -1.386  0.165
69 C 4.203 0.819 -0.637  -0.874
70 N 3.473 -0.118 -1.184  0.176
71 O 3.962 1.258 0.408  0.100
72 H 5.956 1.590 -0.918  0.126
73 H 5.250 0.819 -2.358  0.112
74 H 2.546 -0.374 -0.874  0.089
75 H 3.888 -0.484 -2.029  0.104
76 N -4.168 1.662 -2.989  0.170
77 C -3.392 1.504 -4.056  -0.751
78 N -2.860 2.598 -4.504  0.183
79 O -3.200 0.387 -4.553  0.009
80 H -4.282 0.839 -2.415  0.109
81 H -4.452 2.556 -2.614  0.110
82 H -2.275 2.311 -5.275  0.128
83 H -2.989 3.535 -4.150  0.127
84 N -2.537 -4.067 1.029  0.182
85 C -3.174 -3.153 0.333  -0.762
86 N -3.145 -2.033 0.928  0.171
87 O -3.669 -3.214 -0.810  0.000
88 H -2.383 -3.898 2.013  0.114
89 H -2.578 -4.990 0.621  0.126
90 H -3.329 -1.384 0.177  0.122
91 H -2.960 -1.923 1.915  0.122

***

Entry 3:
The following is a DFT calculation (wB97M-V/def2-TZVPD) of a 2-piece molecular cluster, C5H13N3O overall.

Properties
Orbital gap (alpha / beta) = 7.90 / 7.91 eV
Total charge = 0

Last column: natural (NBO) charge in e.
Geometry (Å):
1 C 0.295 0.122 1.025  0.472
2 C -1.570 -1.768 -1.385  -0.235
3 C -0.222 0.617 2.334  -0.693
4 C 2.172 0.988 -1.155  -0.436
5 C -0.046 0.891 -0.209  0.374
6 N 1.137 -0.877 0.950  -0.723
7 N -1.365 1.333 -0.225  -0.824
8 O -0.789 -1.595 -0.255  -0.910
9 N 0.758 1.279 -1.116  -0.444
10 H 0.742 -1.551 0.155  0.490
11 H 1.366 -1.344 1.818  0.386
12 H -2.029 0.591 -0.045  0.396
13 H -1.571 1.836 -1.077  0.395
14 H -1.252 -2.646 -1.973  0.156
15 H -2.634 -1.931 -1.137  0.137
16 H -1.525 -0.900 -2.073  0.131
17 H -0.200 1.706 2.373  0.251
18 H 0.335 0.193 3.170  0.221
19 H -1.268 0.319 2.428  0.270
20 H 2.623 0.698 -0.200  0.179
21 H 2.352 0.173 -1.862  0.208
22 H 2.693 1.867 -1.539  0.200

***

Values for E_tot, a.u., ordered as above
-2901.0668; -1993.1769; -437.7232